(1)
Here is a molecular structure, C40H49BCrN5O3PSSb2Se2 in a non-equilibrium geometry from OMol25. Energies are from the ωB97M-V functional and the def2-TZVPD basis.

Properties
Kohn-Sham gap (spin up / spin down) = 7.198 / 7.155 eV
E_HOMO (spin up / spin down) = -9.77 / -9.73 eV
DFT total energy = -248858.715 eV
strongest force on any atom = 1.13 eV Å⁻¹
ΔE to the lowest compared entry with this formula, charge and spin = 81.1 kJ/mol

Geometry as ORCA input:
```
! RIJCOSX wB97M-V def2-TZVPD def2/J DEFGRID3
* xyz 1 4
Cr 0.92 0.05 -0.58
Se -1.06 1.20 -1.56
P -2.75 -0.21 -1.52
Se -2.27 -2.28 -1.56
C -3.84 0.21 -0.12
C -4.36 1.50 -0.03
C -5.29 1.82 0.96
C -5.69 0.84 1.87
C -5.16 -0.44 1.79
C -4.24 -0.76 0.80
C -3.79 0.25 -2.94
C -4.97 -0.49 -3.12
C -5.81 -0.20 -4.18
C -5.49 0.82 -5.07
C -4.33 1.55 -4.89
C -3.47 1.27 -3.83
H -4.06 2.26 -0.74
H -5.71 2.81 1.01
H -6.43 1.08 2.63
H -5.49 -1.20 2.49
H -3.84 -1.76 0.70
H -5.21 -1.29 -2.43
H -6.72 -0.78 -4.31
H -6.15 1.04 -5.90
H -4.08 2.35 -5.59
H -2.57 1.84 -3.69
C 3.11 -1.59 2.55
Sb 3.24 -0.73 0.62
C 4.31 -2.26 -0.38
C 4.89 0.58 1.04
C 4.61 1.54 2.17
C 4.92 1.15 3.48
C 4.69 1.99 4.56
C 4.15 3.25 4.35
C 3.85 3.65 3.06
C 4.07 2.81 1.96
C 3.72 3.32 0.58
Sb 1.79 2.65 -0.09
C 1.52 4.09 -1.63
C 0.67 3.62 1.41
H 4.08 -1.99 2.81
H 2.36 -2.38 2.52
H 2.81 -0.83 3.26
H 4.88 -2.83 0.35
H 5.00 -1.80 -1.09
H 3.63 -2.92 -0.91
H 5.13 1.08 0.11
H 5.70 -0.10 1.30
H 5.37 0.18 3.64
H 4.95 1.66 5.56
H 3.98 3.92 5.18
H 3.45 4.64 2.89
H 4.45 3.02 -0.18
H 3.64 4.41 0.57
H 1.51 5.08 -1.19
H 0.58 3.90 -2.14
H 2.34 4.02 -2.35
H 0.86 4.70 1.36
H 0.96 3.24 2.39
H -0.39 3.42 1.26
O 1.06 -2.90 -1.77
B 0.77 -2.08 -0.65
O 0.70 -2.94 0.49
C 0.84 -4.23 0.03
C 0.80 -5.41 0.74
C 0.98 -6.59 0.01
C 1.18 -6.56 -1.37
C 1.23 -5.35 -2.07
C 1.06 -4.21 -1.33
H 0.64 -5.42 1.81
H 0.95 -7.54 0.52
H 1.31 -7.49 -1.91
H 1.38 -5.32 -3.14
C -3.14 -1.69 5.03
C -2.79 -0.50 4.20
C -3.37 0.73 4.30
C -2.94 1.73 3.43
N -1.95 1.56 2.56
C -1.34 0.37 2.51
S 0.11 0.05 1.68
N -1.82 -0.65 3.27
C -3.56 3.09 3.44
H -4.01 -1.49 5.64
H -2.30 -1.94 5.69
H -3.33 -2.56 4.40
H -4.15 0.91 5.03
H -1.34 -1.53 3.16
H -4.36 3.17 4.18
H -3.96 3.32 2.45
H -2.79 3.83 3.66
C 2.05 -1.12 -5.99
N 2.19 -0.53 -4.67
C 3.41 0.09 -4.21
C 3.08 0.37 -2.76
O 3.85 0.89 -1.98
N 1.80 -0.07 -2.49
C 1.32 -0.61 -3.65
N 0.12 -1.11 -3.79
H 2.49 -0.45 -6.73
H 1.00 -1.23 -6.25
H 2.53 -2.09 -6.05
H 3.63 1.02 -4.74
H 4.28 -0.57 -4.29
H -0.46 -1.30 -2.97
H -0.14 -1.59 -4.63
*
```

=====

(2)
Here is a molecular structure, C33H57AuNP2Si in a non-equilibrium geometry from OMol25. Energies are from the ωB97M-V functional and the def2-TZVPD basis.

Properties
Kohn-Sham gap (spin up / spin down) = 7.434 / 6.141 eV
E_HOMO (spin up / spin down) = -9.20 / -9.83 eV
DFT total energy = -66777.205 eV
strongest force on any atom = 1.86 eV Å⁻¹
ΔE to the lowest compared entry with this formula, charge and spin = 0.0 kJ/mol

Geometry as ORCA input:
```
! RIJCOSX wB97M-V def2-TZVPD def2/J DEFGRID3
* xyz 1 3
Au 0.69 -1.09 0.56
C -0.26 -2.90 2.14
C 1.12 -3.00 1.67
C 1.06 -1.71 3.60
C -0.27 -2.10 3.31
C 1.92 -2.22 2.61
C -1.40 -3.71 1.66
H -1.18 -4.19 0.69
H -2.32 -3.11 1.53
H -1.62 -4.50 2.40
C -1.46 -1.72 4.12
H -2.38 -2.05 3.63
H -1.50 -0.62 4.23
H -1.43 -2.16 5.13
C 1.45 -0.98 4.82
H 1.28 -1.57 5.73
H 0.87 -0.05 4.91
H 2.51 -0.71 4.77
C 3.41 -2.16 2.63
H 3.77 -2.79 3.46
H 3.80 -1.14 2.79
H 3.85 -2.53 1.69
C 1.65 -4.11 0.83
H 1.95 -4.97 1.45
H 2.52 -3.80 0.24
H 0.90 -4.46 0.11
C -1.63 0.03 -5.57
C -1.52 -1.31 -5.64
C -0.60 -2.07 -6.55
C 0.73 -1.39 -6.93
C 1.52 -0.85 -5.77
C 1.44 0.38 -5.25
C 0.49 1.47 -5.66
C -0.82 1.04 -6.34
H -1.12 -2.32 -7.49
H 0.58 -0.65 -7.72
H -0.37 -3.03 -6.07
H -0.64 0.74 -7.38
H -2.41 0.48 -4.94
H -2.23 -1.93 -5.08
H -1.45 1.94 -6.38
H 0.24 2.05 -4.76
H 2.17 0.68 -4.49
H 1.00 2.18 -6.33
H 1.36 -2.19 -7.36
H 2.27 -1.56 -5.38
P -0.59 -0.83 -1.36
P 2.08 0.61 -0.24
C 0.22 0.49 -2.34
C 1.12 1.45 -1.54
H -0.57 1.05 -2.87
H 0.79 -0.06 -3.11
H 1.85 1.95 -2.20
H 0.53 2.23 -1.05
C 2.99 1.86 0.70
H 3.51 1.37 1.53
H 2.27 2.58 1.10
H 3.73 2.37 0.07
C 3.40 -0.38 -1.00
H 3.94 0.23 -1.73
H 2.96 -1.27 -1.46
H 4.08 -0.71 -0.20
C -2.30 -0.34 -1.28
H -2.80 -1.07 -0.64
H -2.78 -0.35 -2.26
H -2.40 0.66 -0.84
C -0.58 -2.44 -2.17
H 0.42 -2.90 -2.09
H -0.87 -2.39 -3.22
H -1.28 -3.09 -1.62
C -3.64 0.32 1.95
Si -2.79 1.92 2.55
C -2.97 3.13 1.10
C -3.45 2.16 4.29
N -1.05 1.89 2.81
C -0.29 2.86 3.30
C -0.72 4.21 3.58
C 0.04 5.06 4.38
C 1.33 4.69 4.80
C 1.85 3.45 4.42
C 1.09 2.57 3.66
H -4.61 0.17 2.45
H -3.01 -0.56 2.15
H -3.84 0.34 0.87
H -3.88 3.74 1.10
H -2.12 3.83 1.12
H -2.95 2.58 0.15
H -3.60 1.18 4.77
H -2.73 2.72 4.91
H -4.41 2.70 4.34
H -1.71 4.54 3.22
H -0.39 6.02 4.67
H 1.89 5.36 5.45
H 2.85 3.19 4.76
H 1.46 1.59 3.36
*
```